Entry 1:
# C52H148N12O16

16 unconnected molecules or ions with the total composition C52H148N12O16 (the ωB97M-V functional and the def2-TZVPD basis, the Open Molecules 2025 dataset).

```
228
Properties=species:S:1:pos:R:3:lowdin_charge:R:1
C -1.543 -4.052 4.796 -0.050
C -1.415 -3.025 5.921 -0.425
C -0.362 -3.542 6.947 -0.154
O 0.907 -3.726 6.275 -0.213
C 1.823 -4.389 7.077 -0.142
N -1.231 -1.752 5.322 0.066
H -1.793 -5.086 5.088 0.088
H -0.580 -4.107 4.273 0.049
H -2.320 -3.732 4.121 0.061
H -2.333 -2.970 6.520 0.136
H -0.699 -4.460 7.362 0.102
H -0.211 -2.874 7.813 0.127
H 2.674 -4.899 6.575 0.089
H 1.408 -5.187 7.674 0.076
H 2.380 -3.717 7.783 0.099
H -1.224 -0.986 5.998 0.083
H -0.351 -1.698 4.911 -0.010
C -2.076 6.230 -4.217 -0.037
C -1.939 6.352 -2.692 -0.449
C -1.465 5.201 -1.875 -0.198
O -1.563 5.454 -0.469 -0.218
C -2.517 4.607 0.199 -0.051
N -1.256 7.602 -2.406 0.046
H -2.531 7.117 -4.630 0.073
H -2.536 5.248 -4.458 0.068
H -1.033 6.142 -4.638 0.090
H -2.894 6.530 -2.312 0.105
H -0.432 4.932 -2.125 0.109
H -2.023 4.274 -2.057 0.102
H -3.500 5.011 0.230 0.078
H -2.064 4.541 1.185 0.090
H -2.542 3.659 -0.326 0.061
H -1.151 7.703 -1.380 0.083
H -0.396 7.795 -2.873 0.061
C -4.791 4.955 3.652 -0.043
C -4.804 3.478 3.162 -0.446
C -4.492 2.550 4.335 -0.206
O -4.351 1.236 3.815 -0.207
C -4.082 0.231 4.750 -0.125
N -6.127 3.122 2.695 0.037
H -3.875 5.178 4.115 0.051
H -5.639 5.068 4.377 0.102
H -4.890 5.696 2.889 0.059
H -4.095 3.240 2.311 0.123
H -5.292 2.643 5.062 0.131
H -3.580 2.922 4.747 0.111
H -3.917 -0.736 4.262 0.078
H -4.874 0.160 5.517 0.094
H -3.128 0.444 5.288 0.076
H -5.963 2.235 2.215 0.048
H -6.470 3.860 2.042 0.093
C -5.106 -0.051 -3.929 -0.073
C -5.263 1.420 -3.973 -0.480
C -4.001 2.098 -3.468 -0.167
O -4.003 3.534 -3.280 -0.229
C -5.120 3.981 -2.538 -0.108
N -5.712 1.767 -5.331 0.039
H -4.973 -0.469 -2.925 0.069
H -4.259 -0.334 -4.558 0.086
H -5.987 -0.474 -4.419 0.087
H -6.057 1.751 -3.323 0.121
H -3.116 1.951 -4.114 0.128
H -3.787 1.683 -2.402 0.137
H -5.398 3.332 -1.747 0.066
H -6.018 4.110 -3.130 0.082
H -4.729 4.984 -2.125 0.111
H -5.051 1.485 -6.054 0.074
H -5.729 2.809 -5.436 0.087
C 1.915 2.012 -0.938 -0.034
C 0.800 1.146 -0.263 -0.353
C 0.668 1.782 1.173 -0.189
O -0.408 1.217 1.927 -0.198
C -0.717 1.945 3.126 -0.070
N -0.524 1.241 -0.921 0.065
H 2.857 1.632 -0.435 0.099
H 1.678 3.056 -0.645 0.069
H 1.876 1.863 -1.989 0.038
H 1.128 0.108 -0.370 0.108
H 0.510 2.804 0.896 0.087
H 1.643 1.755 1.656 0.114
H -1.307 2.846 2.953 0.075
H 0.212 2.151 3.684 0.081
H -1.393 1.241 3.605 0.073
H -1.337 0.740 -0.450 0.086
H -0.820 2.209 -0.904 0.060
C 6.525 3.068 -2.024 -0.064
C 6.829 2.940 -3.495 -0.438
C 5.937 3.901 -4.344 -0.213
O 4.551 3.728 -4.265 -0.201
C 3.988 2.667 -4.940 -0.122
N 8.179 3.399 -3.816 0.031
H 6.802 4.077 -1.785 0.064
H 7.163 2.415 -1.450 0.072
H 5.402 3.042 -1.899 0.096
H 6.620 1.925 -3.871 0.135
H 6.196 3.839 -5.412 0.120
H 6.050 4.963 -4.085 0.131
H 2.910 2.869 -5.040 0.077
H 4.138 1.695 -4.451 0.081
H 4.448 2.601 -5.946 0.096
H 8.837 2.744 -3.428 0.067
H 8.281 4.297 -3.361 0.069
C 3.189 -5.122 -5.560 -0.068
C 2.198 -4.358 -4.717 -0.440
C 2.757 -2.993 -4.388 -0.237
O 1.894 -2.394 -3.515 -0.193
C 1.994 -1.026 -3.360 -0.103
N 0.888 -4.301 -5.385 0.053
H 3.506 -4.550 -6.439 0.083
H 2.623 -5.997 -5.922 0.086
H 4.036 -5.512 -5.036 0.068
H 2.086 -4.902 -3.741 0.150
H 2.936 -2.400 -5.244 0.120
H 3.739 -3.146 -3.881 0.111
H 2.235 -0.479 -4.286 0.096
H 2.828 -0.795 -2.661 0.082
H 1.014 -0.597 -2.980 0.088
H 1.017 -3.896 -6.323 0.087
H 0.277 -3.644 -4.923 0.031
C 2.214 -5.250 3.228 -0.054
C 2.074 -5.770 1.783 -0.401
C 1.441 -4.662 0.996 -0.172
O 2.431 -3.597 0.970 -0.242
C 1.916 -2.460 0.314 -0.101
N 3.277 -6.338 1.152 0.063
H 1.239 -4.846 3.525 0.050
H 2.838 -4.358 3.247 0.055
H 2.607 -5.958 4.032 0.104
H 1.283 -6.579 1.797 0.156
H 0.589 -4.223 1.454 0.098
H 1.240 -4.884 -0.056 0.130
H 1.382 -2.643 -0.583 0.056
H 2.723 -1.746 0.045 0.084
H 1.200 -1.957 1.005 0.096
H 3.238 -7.072 0.493 0.052
H 3.788 -5.543 0.774 0.053
C -1.707 -2.082 -3.054 -0.044
C -0.984 -2.816 -1.978 -0.434
C -1.703 -2.974 -0.661 -0.212
O -1.797 -1.744 -0.015 -0.217
C -2.012 -1.691 1.421 -0.060
N -0.676 -4.183 -2.434 0.074
H -1.776 -1.080 -2.718 0.049
H -2.723 -2.404 -3.184 0.079
H -0.998 -2.056 -3.933 0.102
H -0.068 -2.261 -1.744 0.104
H -1.177 -3.638 0.038 0.110
H -2.723 -3.381 -0.769 0.117
H -1.199 -2.205 1.974 0.078
H -2.907 -2.265 1.669 0.071
H -2.046 -0.653 1.701 0.059
H -1.312 -4.388 -3.174 0.058
H 0.232 -4.212 -2.876 0.028
C 2.020 0.005 4.916 -0.031
C 2.273 -0.918 3.689 -0.362
C 3.754 -1.257 3.414 -0.203
O 4.228 -1.982 4.528 -0.200
C 5.632 -2.134 4.550 -0.089
N 1.354 -2.094 3.813 0.085
H 0.902 0.133 4.963 0.072
H 2.476 1.004 4.756 0.077
H 2.348 -0.425 5.825 0.058
H 1.884 -0.390 2.833 0.101
H 4.265 -0.274 3.278 0.132
H 3.884 -1.846 2.471 0.116
H 5.747 -3.170 4.847 0.082
H 6.109 -1.530 5.313 0.081
H 5.977 -1.957 3.492 0.099
H 1.515 -2.494 4.683 0.018
H 1.753 -2.777 3.181 0.027
C 5.481 -0.869 -0.638 -0.046
C 5.091 -2.170 -1.338 -0.427
C 5.907 -2.521 -2.565 -0.262
O 5.803 -1.488 -3.472 -0.221
C 6.390 -1.812 -4.753 -0.072
N 5.174 -3.241 -0.348 0.073
H 5.355 0.017 -1.348 0.091
H 6.513 -0.935 -0.313 0.081
H 4.832 -0.633 0.153 0.035
H 4.078 -2.097 -1.720 0.098
H 5.575 -3.488 -3.023 0.122
H 6.994 -2.626 -2.284 0.140
H 5.761 -2.592 -5.212 0.082
H 7.505 -2.000 -4.755 0.108
H 6.222 -0.859 -5.228 0.074
H 4.271 -3.467 0.025 0.024
H 5.767 -3.052 0.435 0.063
C -6.032 -3.304 -0.803 -0.017
C -6.132 -3.142 0.775 -0.456
C -7.526 -3.020 1.389 -0.211
O -7.346 -2.891 2.765 -0.212
C -6.893 -1.611 3.174 -0.094
N -5.280 -4.065 1.432 0.053
H -6.555 -4.148 -1.184 0.059
H -4.974 -3.283 -0.981 0.039
H -6.414 -2.346 -1.267 0.086
H -5.756 -2.167 0.946 0.076
H -8.214 -3.899 1.320 0.139
H -8.104 -2.167 0.982 0.127
H -7.525 -0.803 2.736 0.108
H -5.873 -1.448 2.916 0.049
H -6.905 -1.605 4.274 0.098
H -5.333 -4.992 1.055 0.070
H -5.632 -4.140 2.421 0.100
C -4.513 0.529 0.239 -0.128
O -3.449 1.486 0.334 -0.141
H -5.060 0.686 -0.705 0.066
H -4.100 -0.536 0.240 0.082
H -5.257 0.558 1.073 0.070
H -3.123 1.471 1.237 0.050
C 1.743 6.253 -0.507 -0.161
O 1.124 5.332 0.324 -0.159
H 1.323 7.237 -0.295 0.080
H 2.804 6.180 -0.474 0.072
H 1.404 6.030 -1.560 0.080
H 0.138 5.415 0.246 0.068
C 0.037 2.613 -3.996 -0.162
O -0.360 1.261 -3.837 -0.169
H 0.577 3.018 -3.119 0.057
H 0.625 2.723 -4.891 0.063
H -0.853 3.277 -4.069 0.064
H -0.686 1.136 -2.906 0.034
C 3.290 4.321 3.487 -0.150
O 1.919 4.171 3.092 -0.140
H 3.502 5.356 3.791 0.078
H 3.473 3.610 4.343 0.088
H 4.032 4.072 2.776 0.051
H 1.771 4.825 2.385 0.051
```

The HOMO-LUMO gap comes out at 9.48 eV. Its spin multiplicity is 1. The energy relative to the best compared isomer or geometry (same formula, charge and spin) is 1.185 eV. Its HOMO energy is -8.931 eV. The charge is 0. For the calculated total energy, the calculation gives -3930.54219 hartree.

---

Entry 2:
# C52H36CoF9N9P

A molecular structure, C52H36CoF9N9P (the ωB97M-V functional and the def2-TZVPD basis, the Open Molecules 2025 dataset).

```
108
Properties=species:S:1:pos:R:3:lowdin_spin:R:1
Co -0.111 2.045 0.282 0.965
C -4.033 4.479 -2.813 0.000
C -3.222 5.272 -2.015 0.000
C -2.518 4.711 -0.968 0.002
C -2.601 3.339 -0.715 0.006
C -3.427 2.550 -1.513 0.002
C -4.139 3.123 -2.549 0.000
N -1.859 2.791 0.339 0.054
C -2.306 2.954 1.600 0.010
C -3.572 3.419 1.987 0.014
C -3.893 3.463 3.328 0.003
C -2.985 3.053 4.308 0.021
C -1.712 2.636 3.966 -0.009
C -1.364 2.598 2.616 0.014
N -0.158 2.283 2.080 -0.026
N 0.907 2.135 2.813 -0.082
C 1.996 1.880 2.083 -0.001
C 3.273 1.845 2.680 -0.018
C 4.373 1.673 1.884 -0.001
C 4.197 1.545 0.502 -0.022
C 2.920 1.569 -0.016 -0.001
N 1.825 1.707 0.730 -0.025
H -4.593 4.916 -3.625 0.000
H -3.158 6.335 -2.193 0.000
H -1.897 5.321 -0.327 0.000
H -3.539 1.498 -1.291 0.000
H -4.807 2.514 -3.139 0.000
H -4.285 3.721 1.234 0.001
H -4.867 3.821 3.622 0.000
H -3.281 3.081 5.345 0.001
H -0.990 2.347 4.713 -0.001
H 3.343 1.990 3.746 -0.001
H 5.361 1.654 2.314 0.000
H 5.046 1.428 -0.152 -0.001
H 2.773 1.490 -1.086 0.000
N -3.052 -1.332 0.636 0.003
C -2.054 -0.512 1.011 0.007
N -1.238 0.069 0.194 0.040
C -1.359 -0.169 -1.166 0.003
N -0.731 0.576 -2.029 -0.002
N -0.117 1.658 -1.552 0.001
C 0.386 2.507 -2.411 -0.009
C 0.860 3.752 -1.902 0.002
C 1.374 4.770 -2.719 0.000
C 1.801 5.945 -2.138 -0.002
C 1.711 6.092 -0.757 0.000
C 1.182 5.047 -0.015 0.003
N 0.761 3.920 -0.564 0.046
C -2.287 -1.180 -1.628 0.001
C -2.408 -1.538 -2.972 0.000
C -3.397 -2.415 -3.368 0.000
C -4.286 -2.940 -2.436 0.000
C -4.190 -2.590 -1.102 0.000
C -3.189 -1.719 -0.691 0.000
H -3.698 -1.708 1.317 0.000
H -1.949 -0.312 2.068 0.001
H 0.375 2.288 -3.472 -0.001
H 1.429 4.620 -3.786 0.000
H 2.201 6.743 -2.745 0.000
H 2.038 6.999 -0.273 0.000
H 1.095 5.117 1.061 0.001
H -1.728 -1.095 -3.682 0.000
H -3.503 -2.673 -4.410 0.000
H -5.063 -3.615 -2.759 0.000
H -4.891 -2.983 -0.383 0.000
F 6.219 -4.514 4.016 0.000
C 5.911 -3.213 4.015 0.000
F 7.034 -2.547 3.689 0.000
F 5.632 -2.880 5.284 0.000
C 4.776 -2.888 3.080 0.000
C 4.542 -3.675 1.960 0.000
C 3.496 -3.369 1.109 0.000
C 2.670 -2.286 1.382 0.000
C 2.928 -1.491 2.495 0.000
C 3.984 -1.778 3.337 0.000
P 1.230 -1.728 0.377 0.000
C 1.683 -2.272 -1.312 0.000
C 1.874 -1.214 -2.195 0.000
C 2.184 -1.434 -3.519 0.000
C 2.325 -2.739 -3.967 0.000
C 2.139 -3.810 -3.100 0.000
C 1.812 -3.578 -1.776 0.000
C 2.662 -2.988 -5.413 0.000
F 3.198 -1.911 -6.002 0.000
F 1.566 -3.305 -6.130 0.000
F 3.531 -3.994 -5.569 0.000
C -0.020 -2.960 0.894 0.000
C -0.800 -3.688 0.000 0.000
C -1.912 -4.383 0.442 0.000
C -2.273 -4.318 1.780 0.000
C -1.483 -3.627 2.693 0.000
C -0.361 -2.960 2.248 0.000
C -3.588 -4.877 2.245 0.000
F -3.573 -5.297 3.509 0.000
F -4.529 -3.888 2.184 0.000
F -4.053 -5.873 1.491 0.000
H 5.172 -4.525 1.754 0.000
H 3.332 -3.981 0.238 0.000
H 2.300 -0.635 2.690 0.000
H 4.196 -1.150 4.187 0.000
H 1.764 -0.208 -1.824 0.000
H 2.320 -0.605 -4.196 0.000
H 2.252 -4.823 -3.457 0.000
H 1.655 -4.417 -1.113 0.000
H -0.560 -3.701 -1.052 0.000
H -2.506 -4.957 -0.254 0.000
H -1.757 -3.610 3.737 0.000
H 0.252 -2.416 2.953 0.000
```

The HOMO-LUMO gap (spin up / spin down) comes out at 5.89 / 5.67 eV. Its spin multiplicity is 2. The energy relative to the best compared isomer or geometry (same formula, charge and spin) is 0.160 eV. Its HOMO energy (spin up / spin down) is -9.681 / -9.516 eV. The charge is +1. For the calculated total energy, the calculation gives -5118.82710 hartree.

---

Entry 3:
# C52H37FN2OP2S2SiV

A molecular structure, C52H37FN2OP2S2SiV (the ωB97M-V functional and the def2-TZVPD basis, the Open Molecules 2025 dataset).

```
99
Properties=species:S:1:pos:R:3:lowdin_spin:R:1
V 0.358 -0.218 -0.184 0.488
C 0.646 -0.914 3.601 -0.018
Si -0.312 -0.110 2.134 -0.031
C -0.366 1.737 2.722 0.006
C -1.228 2.168 3.730 0.002
C -1.290 3.499 4.121 0.005
C -0.453 4.429 3.524 0.001
C 0.444 4.020 2.548 0.005
C 0.482 2.690 2.130 0.000
P 1.691 2.125 0.851 0.144
C 1.685 3.189 -0.679 0.009
C 2.145 2.567 -1.843 0.008
C 2.026 3.179 -3.080 0.005
C 1.430 4.429 -3.178 0.003
C 0.999 5.070 -2.028 0.004
C 1.136 4.464 -0.787 0.003
C 3.208 2.939 1.602 0.067
C 4.243 3.451 0.813 0.021
C 5.468 3.796 1.365 0.001
C 5.705 3.608 2.719 0.020
C 4.703 3.064 3.514 0.001
C 3.479 2.728 2.962 0.021
C -2.113 -0.737 2.505 0.001
C -2.437 -1.345 3.723 0.000
C -3.728 -1.737 4.037 0.000
C -4.757 -1.528 3.129 0.000
C -4.459 -0.991 1.889 0.000
C -3.151 -0.617 1.566 0.000
P -2.744 -0.094 -0.147 -0.003
C -3.847 -1.248 -1.076 0.000
C -3.633 -2.611 -0.847 0.000
C -4.293 -3.574 -1.590 0.000
C -5.171 -3.194 -2.596 0.000
C -5.402 -1.848 -2.829 0.000
C -4.755 -0.883 -2.068 0.000
C -3.705 1.461 -0.304 -0.001
C -4.344 2.091 0.757 0.001
C -5.011 3.294 0.562 0.000
C -5.040 3.888 -0.689 0.001
C -4.376 3.280 -1.750 0.000
C -3.712 2.084 -1.558 0.001
H 0.239 -0.588 4.562 -0.002
H 1.701 -0.635 3.571 0.000
H 0.590 -2.004 3.539 0.000
H -1.877 1.442 4.212 0.000
H -1.991 3.813 4.888 0.000
H -0.495 5.474 3.815 0.000
H 1.135 4.735 2.118 0.000
H 2.586 1.582 -1.767 0.002
H 2.369 2.663 -3.969 0.000
H 1.298 4.897 -4.147 0.000
H 0.532 6.047 -2.097 0.000
H 0.782 4.982 0.095 0.001
H 4.076 3.579 -0.249 0.001
H 6.242 4.214 0.730 0.000
H 6.665 3.871 3.149 0.002
H 4.882 2.900 4.571 0.000
H 2.704 2.297 3.589 0.001
H -1.653 -1.527 4.450 0.000
H -3.938 -2.209 4.991 0.000
H -5.778 -1.797 3.375 0.000
H -5.244 -0.868 1.152 0.000
H -2.929 -2.908 -0.077 0.000
H -4.109 -4.624 -1.399 0.000
H -5.671 -3.947 -3.194 0.000
H -6.084 -1.549 -3.616 0.000
H -4.973 0.160 -2.247 0.000
H -4.305 1.657 1.748 0.000
H -5.505 3.777 1.398 0.000
H -5.560 4.827 -0.841 0.000
H -4.355 3.756 -2.724 0.000
H -3.140 1.636 -2.364 0.000
S -0.056 -2.473 -0.239 -0.005
C -0.678 -2.830 -1.822 0.000
C -1.012 -4.147 -2.134 0.000
C -1.554 -4.505 -3.365 0.000
C -1.829 -5.871 -3.641 0.000
N -2.023 -6.988 -3.853 0.000
C -1.805 -3.496 -4.320 0.005
C -1.464 -2.182 -4.017 -0.003
C -0.867 -1.824 -2.806 0.001
S -0.338 -0.192 -2.560 -0.016
C -2.355 -3.822 -5.589 0.001
N -2.788 -4.084 -6.624 0.003
H -0.844 -4.917 -1.391 0.000
H -1.645 -1.409 -4.753 0.000
O -1.035 2.434 -0.298 0.105
C -0.289 1.537 -0.194 0.112
F 6.501 -1.242 -0.669 0.001
C 5.158 -1.064 -0.487 0.004
C 4.302 -1.282 -1.542 0.002
C 2.936 -1.085 -1.342 0.001
C 2.399 -0.624 -0.131 0.006
C 3.327 -0.465 0.908 0.009
C 4.691 -0.681 0.753 0.004
H 4.700 -1.599 -2.499 0.000
H 2.277 -1.279 -2.182 0.000
H 2.983 -0.131 1.881 0.003
H 5.385 -0.532 1.572 0.000
```

The HOMO-LUMO gap (spin up / spin down) comes out at 5.03 / 5.74 eV. Its spin multiplicity is 2. The energy relative to the best compared isomer or geometry (same formula, charge and spin) is 0.000 eV. Its HOMO energy (spin up / spin down) is -0.837 / -1.552 eV. The charge is -2. For the calculated total energy, the calculation gives -5001.02079 hartree.

---

> Which of these has the highest calculated total energy?

C52H148N12O16

---

> Which formula does entry 1 have?

C52H148N12O16